[1]
Here is C25H18AlO8PS2 as an isolated structure in a non-equilibrium geometry from the Open Molecules 2025 dataset. Energies are from ωB97M-V with the def2-TZVPD basis set.

Element x y z (Å)
Al1 12.811 13.957 8.562
O1 11.951 15.399 9.384
S1 11.062 15.757 8.139
O2 12.109 16.921 7.045
O3 11.317 14.484 7.366
C1 13.031 17.546 7.837
C2 12.711 18.630 8.677
C3 13.658 19.155 9.528
C4 14.956 18.721 9.525
C5 15.278 17.663 8.680
C6 14.357 17.091 7.817
S2 15.135 14.592 7.730
O4 14.566 14.739 9.160
O5 14.765 16.129 6.971
O6 13.915 13.697 7.156
H1 11.737 19.040 8.535
H2 13.453 20.020 10.174
H3 15.678 19.292 10.166
H4 16.329 17.322 8.648
O7 12.138 10.843 7.836
C7 12.006 11.293 8.981
O8 12.295 12.474 9.477
C8 11.348 10.566 10.098
C9 11.754 10.676 11.452
C10 11.009 10.099 12.482
C11 9.910 9.283 12.131
C12 9.528 9.106 10.801
C13 10.245 9.783 9.796
P1 9.632 9.860 8.047
C14 10.115 8.286 7.340
C15 11.113 7.517 7.954
C16 11.432 6.258 7.502
C17 10.904 5.813 6.298
C18 10.080 6.696 5.542
C19 9.690 7.922 6.108
C20 7.838 9.815 8.292
C21 7.184 11.031 8.540
C22 5.855 11.087 8.850
C23 5.151 9.905 8.970
C24 5.826 8.728 8.766
C25 7.178 8.596 8.372
H5 12.599 11.313 11.760
H6 11.335 10.204 13.512
H7 9.303 8.805 12.866
H8 8.573 8.650 10.521
H9 11.728 8.080 8.619
H10 12.102 5.612 8.032
H11 10.893 4.771 5.980
H12 9.730 6.328 4.518
H13 8.888 8.449 5.628
H14 7.736 11.946 8.357
H15 5.356 12.018 8.962
H16 4.103 9.847 9.388
H17 5.210 7.846 8.894
H18 7.638 7.557 8.251

Output
HOMO: -7.3245 eV
maximum force: 0.066 Eh/bohr
HOMO-LUMO gap: 6.808 eV
charge: 0

=====

[2]
Here is an isolated molecule of C25H18Br2N2 in a non-equilibrium geometry from the Open Molecules 2025 dataset. Energies are from ωB97M-V with the def2-TZVPD basis set.

Element x y z (Å)
C1 -0.881 2.139 -0.626
C2 -0.472 0.697 -1.032
C3 0.832 0.757 -1.765
N1 1.877 0.818 -2.273
C4 -1.593 0.132 -2.054
C5 -2.962 0.437 -1.914
C6 -3.930 -0.138 -2.737
C7 -3.559 -0.989 -3.778
C8 -4.577 -1.671 -4.561
N2 -5.413 -2.229 -5.165
C9 -2.199 -1.195 -4.019
C10 -1.233 -0.621 -3.177
C11 -0.222 -0.148 0.178
C12 0.848 0.452 1.101
C13 0.633 1.328 2.120
C14 1.608 1.838 3.083
C15 1.275 2.983 3.854
C16 2.169 3.579 4.753
C17 3.445 3.015 4.936
Br1 4.671 3.816 6.141
C18 3.796 1.855 4.221
C19 2.885 1.276 3.317
C20 0.157 -1.599 -0.241
C21 -0.828 -2.593 -0.223
C22 -0.544 -3.909 -0.602
C23 0.766 -4.255 -0.966
Br2 1.149 -6.014 -1.590
C24 1.779 -3.295 -0.913
C25 1.471 -1.983 -0.515
H1 -1.960 2.227 -0.465
H2 -0.388 2.440 0.305
H3 -0.579 2.816 -1.435
H4 -3.304 1.170 -1.192
H5 -4.988 0.071 -2.583
H6 -1.892 -1.806 -4.870
H7 -0.183 -0.734 -3.447
H8 -1.173 -0.191 0.743
H9 1.816 -0.033 1.038
H10 -0.386 1.676 2.285
H11 0.299 3.444 3.725
H12 1.901 4.477 5.309
H13 4.784 1.424 4.379
H14 3.180 0.374 2.782
H15 -1.835 -2.336 0.110
H16 -1.331 -4.659 -0.634
H17 2.794 -3.559 -1.200
H18 2.295 -1.282 -0.402

Output
HOMO: -8.8225 eV
maximum force: 0.055 Eh/bohr
HOMO-LUMO gap: 8.685 eV
SMILES: C[C@](C#N)(c1ccc(C#N)cc1)[C@H](/C=C/c1ccc(Br)cc1)c1ccc(Br)cc1
charge: 0